Record 1
{
  "formula": "C38H41N11O5V",
  "method": "the ωB97M-V functional and the def2-TZVPD basis",
  "symbols": ["V", "C", "C", "C", "C", "C", "C", "C", "N", "C", "N", "C", "C", "C", "C", "C", "C", "C", "N", "C", "C", "C", "C", "C", "C", "C", "H", "H", "H", "H", "H", "H", "H", "H", "H", "H", "H", "H", "H", "H", "H", "H", "H", "H", "H", "H", "H", "H", "O", "C", "O", "C", "C", "N", "N", "C", "C", "O", "O", "H", "H", "H", "C", "C", "C", "C", "N", "C", "N", "N", "N", "H", "H", "H", "H", "H", "H", "H", "H", "H", "H", "N", "C", "O", "C", "C", "C", "C", "N", "C", "H", "H", "H", "H", "H", "H"],
  "xyz": [[-0.137, -0.386, 0.442], [-3.666, -4.665, 3.507], [-3.299, -3.877, 4.731], [-4.040, -3.971, 5.906], [-3.701, -3.243, 7.037], [-2.593, -2.408, 7.027], [-1.828, -2.308, 5.876], [-2.194, -3.029, 4.747], [-1.387, -2.919, 3.559], [-1.305, -1.821, 2.805], [-2.005, -0.743, 3.160], [-2.096, 0.527, 2.529], [-1.404, 0.850, 1.365], [-1.539, 2.144, 0.845], [-2.358, 3.066, 1.468], [-3.043, 2.717, 2.624], [-2.927, 1.453, 3.180], [-3.671, 1.099, 4.440], [-0.520, -1.797, 1.706], [-0.059, -3.077, 1.190], [-1.026, -3.942, 0.666], [-0.659, -5.151, 0.120], [0.692, -5.494, 0.081], [1.637, -4.643, 0.613], [1.292, -3.417, 1.195], [2.372, -2.581, 1.822], [-4.618, -5.174, 3.646], [-2.921, -5.430, 3.278], [-3.757, -4.021, 2.630], [-4.901, -4.627, 5.926], [-4.301, -3.341, 7.931], [-2.316, -1.857, 7.915], [-0.934, -1.696, 5.858], [-0.929, -3.743, 3.195], [-2.558, -0.858, 3.999], [-1.013, 2.425, -0.057], [-2.464, 4.059, 1.052], [-3.682, 3.440, 3.114], [-4.259, 1.947, 4.781], [-2.994, 0.829, 5.255], [-4.365, 0.266, 4.293], [-2.067, -3.639, 0.684], [-1.407, -5.819, -0.283], [0.997, -6.437, -0.353], [2.680, -4.937, 0.612], [3.193, -3.222, 2.137], [2.015, -2.039, 2.697], [2.782, -1.851, 1.121], [1.291, 1.301, -5.460], [2.336, 0.486, -5.276], [3.137, 0.281, -6.140], [2.512, -0.151, -3.933], [3.554, -1.018, -3.699], [3.449, -1.418, -2.419], [2.414, -0.887, -1.781], [1.831, -0.114, -2.695], [0.623, 0.620, -2.333], [-0.092, 1.265, -3.048], [0.293, 0.507, -0.998], [0.763, 1.392, -4.649], [4.344, -1.346, -4.354], [4.065, -2.044, -1.927], [-3.725, 0.749, -4.213], [-3.438, -0.616, -4.830], [-2.049, -0.666, -5.456], [-3.660, -1.752, -3.838], [-2.708, -1.699, -2.705], [-2.767, -1.002, -1.575], [-1.650, -1.214, -0.915], [-0.902, -2.042, -1.684], [-1.526, -2.335, -2.754], [-3.717, 1.522, -4.980], [-2.953, 1.026, -3.488], [-4.701, 0.786, -3.724], [-4.177, -0.804, -5.615], [-1.279, -0.415, -4.724], [-1.974, 0.063, -6.262], [-1.816, -1.648, -5.868], [-3.510, -2.729, -4.292], [-4.653, -1.724, -3.392], [-3.591, -0.380, -1.271], [5.645, 2.864, 1.161], [4.767, 1.966, 0.677], [4.868, 1.445, -0.417], [3.597, 1.589, 1.559], [3.510, 1.749, 2.929], [2.386, 1.270, 3.594], [1.396, 0.650, 2.867], [1.474, 0.495, 1.531], [2.550, 0.964, 0.899], [6.432, 3.110, 0.583], [5.526, 3.339, 2.037], [4.304, 2.216, 3.497], [2.281, 1.368, 4.665], [0.508, 0.262, 3.345], [2.619, 0.804, -0.164]],
  "multiplicity": 2,
  "lumo_ev": [-6.91, -6.35],
  "de_lowest_ev": 0.169,
  "homo_ev": [-13.9, -13.9],
  "total_charge": 2,
  "s_squared": 0.768
}

Record 2
{
  "formula": "C8H20",
  "method": "the ωB97M-V functional and the def2-TZVPD basis",
  "symbols": ["C", "C", "C", "C", "H", "H", "H", "H", "H", "H", "H", "H", "H", "H", "C", "C", "C", "C", "H", "H", "H", "H", "H", "H", "H", "H", "H", "H"],
  "xyz": [[0.013, -4.569, -1.288], [0.266, -3.413, -0.297], [0.024, -1.913, -0.753], [-1.422, -1.422, -0.705], [0.418, -5.540, -0.958], [0.452, -4.320, -2.268], [-1.080, -4.666, -1.407], [-0.412, -3.559, 0.566], [1.305, -3.513, 0.070], [0.544, -1.210, -0.074], [0.442, -1.771, -1.768], [-1.497, -0.336, -0.879], [-1.866, -1.653, 0.277], [-2.001, -1.944, -1.485], [0.246, 4.516, 1.259], [0.544, 3.555, 0.072], [0.120, 2.092, 0.200], [0.446, 1.269, 1.392], [0.276, 5.571, 0.937], [1.019, 4.362, 2.031], [-0.742, 4.314, 1.706], [-0.053, 3.915, -0.787], [1.613, 3.622, -0.208], [-0.968, 2.012, 0.012], [0.643, 1.559, -0.618], [1.544, 1.158, 1.385], [-0.008, 0.284, 1.191], [0.133, 1.602, 2.396]],
  "lumo_ev": 1.09,
  "de_lowest_ev": 0.674,
  "smiles": "CCCC.CCCC",
  "homo_ev": -11.0
}

Record 3
{
  "formula": "C10H23N7PS",
  "method": "the ωB97M-V functional and the def2-TZVPD basis",
  "symbols": ["H", "N", "C", "N", "N", "C", "C", "C", "C", "C", "N", "C", "P", "N", "N", "S", "C", "C", "N", "C", "H", "H", "H", "H", "H", "H", "H", "H", "H", "H", "H", "H", "H", "H", "H", "H", "H", "H", "H", "H", "H", "H"],
  "xyz": [[-1.937, 3.080, 0.134], [-1.704, 2.110, -0.078], [-2.684, 1.349, 0.168], [-3.974, 1.719, 0.696], [-2.543, -0.046, -0.124], [-3.007, -0.957, 0.937], [-2.205, -0.829, 2.242], [-0.723, -0.475, 2.078], [0.152, -1.602, 1.466], [0.706, -1.176, 0.149], [-0.079, -1.075, -0.973], [0.582, -0.565, -1.991], [-0.319, -0.289, -3.552], [-1.835, -0.512, -3.271], [1.830, -0.336, -1.556], [3.075, 0.303, -2.540], [1.931, -0.717, -0.222], [3.182, -0.565, 0.578], [3.450, 0.814, 0.974], [4.735, 1.378, 0.571], [-4.396, 2.411, 0.082], [-3.856, 2.185, 1.592], [-3.096, -0.231, -0.960], [-4.073, -0.836, 1.153], [-2.890, -1.969, 0.529], [-2.293, -1.791, 2.757], [-2.660, -0.072, 2.886], [-0.613, 0.412, 1.452], [-0.323, -0.210, 3.060], [0.995, -1.825, 2.125], [-0.435, -2.514, 1.332], [-1.081, -1.241, -1.023], [0.316, -1.127, -4.477], [0.092, 1.007, -3.878], [-2.255, -1.234, -3.844], [2.911, 1.572, -2.135], [4.036, -0.975, 0.023], [3.065, -1.206, 1.462], [2.680, 1.425, 0.746], [5.076, 1.007, -0.403], [5.508, 1.135, 1.305], [4.657, 2.465, 0.531]],
  "lumo_ev": -3.03,
  "smiles": "[H]/N=C(\\N)NCCCCc1[nH]c([PH2]=N)[n+](S)c1CNC",
  "homo_ev": -11.8,
  "total_charge": 1
}

Record 4
{
  "formula": "C4H12NO",
  "method": "the ωB97M-V functional and the def2-TZVPD basis",
  "symbols": ["C", "C", "C", "C", "N", "O", "H", "H", "H", "H", "H", "H", "H", "H", "H", "H", "H", "H"],
  "xyz": [[0.863, 1.377, -0.256], [1.651, -0.922, -0.399], [-0.390, -0.368, 0.867], [-2.108, 0.151, 0.445], [0.381, -0.053, -0.333], [-2.194, -0.218, -0.861], [1.662, 1.514, 0.639], [1.426, 1.558, -1.220], [-0.034, 1.870, 0.050], [2.479, -0.681, 0.225], [1.265, -1.886, -0.232], [1.970, -0.834, -1.361], [-0.641, -1.458, 0.921], [-0.152, 0.253, 1.669], [-2.731, -0.433, 1.051], [-2.106, 1.165, 0.426], [-0.318, 0.040, -1.218], [-2.130, -1.166, -1.019]],
  "multiplicity": 3,
  "lumo_ev": [-3.14, -7.59],
  "de_lowest_ev": 3.907,
  "homo_ev": [-8.1, -16.9],
  "total_charge": 1,
  "s_squared": 2.005
}

no.,electronic energy (a.u.)
1,-3394.804388
2,-316.778851
3,-1517.393803
4,-289.012880